No. 1
C16H17ClF10N3OSSbTi | ωB97M-V with the def2-TZVPD basis set

The geometry in ORCA input format:
```
! RIJCOSX wB97M-V def2-TZVPD def2/J DEFGRID3
* xyz -2 3
Ti 0.81750 -0.66829 -1.66696
C -3.51497 -0.24732 1.34674
N -2.08014 -0.13234 1.46053
C -1.71067 0.77262 2.52352
C -1.48367 -1.45266 1.60260
C 0.01541 -1.44408 1.86533
N 0.77766 -0.60736 0.95851
C 1.96757 -0.20691 1.43021
C 2.59510 0.93294 0.84182
F 1.94167 1.55280 -0.17058
C 3.78603 1.45760 1.25700
F 4.26886 2.56155 0.63736
C 4.50067 0.92602 2.32559
C 3.93368 -0.17597 2.92074
F 4.58610 -0.76279 3.96170
C 2.73405 -0.72581 2.51613
F 2.35740 -1.86351 3.17187
H -3.97073 -0.69534 2.25472
H -3.76963 -0.86404 0.48354
H -3.95524 0.74157 1.19464
H -2.03669 0.41765 3.52343
H -2.17099 1.74641 2.33878
H -0.62905 0.90908 2.52962
H -1.72585 -2.02822 0.70927
H -1.94686 -1.96934 2.47077
H 0.36493 -2.48633 1.87272
H 0.14051 -1.09369 2.89832
H 5.44968 1.33005 2.64255
O -1.05422 -0.34435 -1.54009
N -1.83040 0.71862 -1.58149
C -1.36227 1.84181 -1.00438
C -2.10556 2.98669 -0.95584
C -3.38545 2.97464 -1.52283
C -3.84658 1.83302 -2.10239
C -3.07448 0.63081 -2.15887
S -3.64273 -0.79320 -2.86644
H -0.36018 1.76096 -0.61071
H -1.68985 3.86579 -0.48476
H -4.00337 3.86575 -1.51239
H -4.83000 1.78585 -2.54675
F 1.06620 0.97341 -2.59947
Sb 3.21380 -0.41234 -4.06779
F 2.61674 -1.00239 -1.22997
F 0.86289 -1.53200 -3.34805
F 3.70621 -2.04020 -4.84825
F 2.20276 -0.16946 -5.62161
F 4.81015 0.32651 -4.83785
Cl -1.02027 -3.32659 -1.68489
C 0.54756 -3.07163 -1.05357
H 1.31468 -3.45381 -1.71377
H 0.62202 -3.34217 -0.00833
*
```

Values from the calculation:
HOMO level (spin up / spin down), eV: -1.2967 / -1.9144
⟨S²⟩: 2.01

No. 2
C45H121F3MnN11O14S | ωB97M-V with the def2-TZVPD basis set

The geometry in ORCA input format:
```
! RIJCOSX wB97M-V def2-TZVPD def2/J DEFGRID3
* xyz 2 7
Mn 3.77726 0.64925 0.16946
C -0.78143 -0.29820 0.72691
F -1.73909 -1.21807 0.64556
F -1.20549 0.89230 0.24550
F -0.36878 -0.16662 2.02268
S 0.72886 -0.86920 -0.30993
O 1.81848 0.11016 -0.05954
O 1.20324 -2.16270 0.21397
O 0.30946 -0.87690 -1.72362
C 2.51818 4.87165 -4.72526
C 1.16986 5.26393 -4.03195
C 1.27025 5.19303 -2.46465
O 1.36894 3.93925 -1.85154
C 0.37096 3.04429 -2.23002
N 0.95365 6.63409 -4.49873
H 2.61851 3.79221 -4.61198
H 3.41721 5.38757 -4.38808
H 2.34952 5.06768 -5.78414
H 0.43966 4.54558 -4.40463
H 0.38570 5.67554 -2.04888
H 2.14630 5.67091 -2.02618
H 0.62585 2.42402 -3.08932
H -0.60793 3.49068 -2.40497
H 0.21175 2.33004 -1.42219
H 0.18349 7.09603 -4.03659
H 0.65886 6.61329 -5.46454
C 4.64087 -3.47853 -1.07345
C 4.51368 -1.92343 -0.95422
C 3.89450 -1.15816 -2.11102
O 3.88058 0.22318 -1.83869
C 3.30270 1.01715 -2.89280
N 3.92538 -1.53293 0.30814
H 3.72118 -4.00777 -0.82411
H 5.41714 -3.78352 -0.37167
H 5.00741 -3.87562 -2.02006
H 5.55573 -1.61562 -0.86767
H 2.88843 -1.57360 -2.16874
H 4.39830 -1.36196 -3.05589
H 3.63642 0.73099 -3.89023
H 3.71014 2.02046 -2.76845
H 2.22006 1.02803 -2.76685
H 3.00851 -1.95651 0.30323
H 4.42806 -2.17410 0.90507
C -0.11187 -3.65431 3.15992
C -0.34962 -3.55152 4.66517
C -1.07524 -2.27923 5.26055
O -1.38228 -2.27792 6.68290
C -0.22979 -1.96947 7.43642
N -0.87669 -4.78943 5.17053
H 0.45804 -2.79669 2.80244
H -0.98880 -3.72845 2.51680
H 0.43493 -4.58005 2.98071
H 0.66432 -3.57179 5.06466
H -2.08545 -2.28511 4.85122
H -0.62556 -1.36143 4.88169
H 0.43844 -1.19940 7.05101
H 0.29280 -2.90442 7.63859
H -0.54814 -1.67141 8.43538
H -1.82142 -4.97805 4.86719
H -1.01512 -4.69603 6.16664
C -1.83646 2.28130 4.28638
C -1.94689 3.73552 3.76143
C -3.45663 4.08290 3.49559
O -4.08363 4.22200 4.77494
C -5.40581 4.73127 4.73485
N -1.30685 4.49984 4.79304
H -0.79430 2.04846 4.50503
H -2.24015 1.49287 3.65114
H -2.25975 2.09475 5.27336
H -1.40375 3.72449 2.81645
H -3.88435 3.32794 2.83589
H -3.49928 5.10280 3.11338
H -5.49450 5.64129 4.14149
H -5.68532 5.00710 5.75166
H -6.14630 3.99672 4.41826
H -1.57163 5.45612 4.60456
H -1.92269 4.32776 5.57485
C -2.91862 4.69926 -3.93041
C -3.45078 3.54212 -4.80628
C -2.79676 2.13378 -4.41010
O -3.18185 1.66941 -3.13693
C -2.69508 0.34657 -2.93378
N -4.91442 3.65543 -4.68214
H -1.83495 4.76038 -4.03056
H -3.25737 4.63548 -2.89634
H -3.40819 5.60852 -4.27917
H -3.15144 3.70812 -5.84114
H -1.70908 2.20327 -4.39532
H -3.06359 1.34319 -5.11143
H -1.63736 0.13378 -3.08881
H -3.22190 -0.33867 -3.59787
H -2.85249 0.02512 -1.90423
H -5.21338 3.31223 -5.58377
H -5.18311 2.91142 -4.05417
C -6.51025 4.97888 0.90800
C -5.82844 5.72601 -0.23494
C -4.30144 5.61712 -0.19228
O -3.79229 4.26223 0.03627
C -2.33822 4.15286 -0.04794
N -6.38315 5.06171 -1.40451
H -7.51848 5.38983 0.95984
H -6.01359 5.12450 1.86729
H -6.52513 3.88961 0.87107
H -6.14281 6.76885 -0.27681
H -3.96494 6.24697 0.63123
H -3.84498 5.91105 -1.13745
H -1.90285 4.57348 -0.95437
H -2.02165 3.11033 -0.01599
H -1.84295 4.68767 0.76249
H -5.91713 4.16608 -1.43244
H -5.97049 5.56052 -2.17976
C -5.98875 -0.07100 -1.31704
C -5.73620 1.16278 -0.38388
C -4.73369 0.88744 0.77796
O -5.27494 -0.10355 1.67684
C -4.75959 -0.13937 2.97334
N -5.23873 2.22445 -1.23384
H -6.64162 0.21446 -2.14188
H -6.38984 -0.97772 -0.86418
H -5.08009 -0.50027 -1.73916
H -6.70219 1.47662 0.01166
H -4.44962 1.82003 1.26547
H -3.78376 0.44556 0.47717
H -5.24993 -1.01721 3.39414
H -4.90795 0.78367 3.53377
H -3.69397 -0.36347 2.92508
H -4.42606 2.00472 -1.79186
H -4.95735 2.97698 -0.62177
C 1.03445 3.02456 1.48799
C 2.55064 3.11724 1.49793
C 3.25032 2.28766 2.58542
O 3.33190 0.92185 2.24182
C 3.25551 0.09103 3.35050
N 3.08999 2.76616 0.19260
H 0.61829 3.58233 2.32691
H 0.63484 2.01078 1.51364
H 0.62224 3.54058 0.62087
H 2.82392 4.16518 1.62145
H 2.73497 2.53025 3.51475
H 4.26789 2.65919 2.70626
H 3.21101 -0.95767 3.05666
H 2.30004 0.27578 3.84146
H 4.06508 0.18441 4.07436
H 2.55835 3.25857 -0.51095
H 3.92250 3.33764 0.21381
C 3.19372 -4.99319 2.27470
C 4.06796 -4.21157 3.25317
C 4.74473 -5.13290 4.17989
O 5.59937 -4.53006 5.16406
C 6.68071 -5.36572 5.50018
N 5.11202 -3.49246 2.51952
H 2.69309 -4.37011 1.53360
H 2.37775 -5.62205 2.63083
H 3.81591 -5.62267 1.63853
H 3.47070 -3.48354 3.80214
H 5.29521 -5.87936 3.60729
H 4.01940 -5.80843 4.63336
H 7.35551 -5.67240 4.70100
H 6.21744 -6.29324 5.83662
H 7.20550 -4.85943 6.31035
H 5.77033 -3.23253 3.24004
H 5.53120 -4.18084 1.91082
C 3.09012 -7.49269 -1.02130
C 1.74562 -8.01895 -1.48148
C 0.66935 -7.03682 -1.85780
O 0.12708 -6.35949 -0.70195
C 0.49839 -5.00587 -0.52376
N 2.08549 -8.89792 -2.53893
H 3.47786 -6.67227 -1.62517
H 3.89864 -8.22230 -0.97595
H 2.99393 -7.22669 0.03136
H 1.37965 -8.64242 -0.66573
H -0.21739 -7.51813 -2.27029
H 1.18096 -6.44219 -2.61461
H 0.37097 -4.38902 -1.41335
H 1.55509 -4.98945 -0.25695
H -0.12505 -4.63653 0.29048
H 2.57084 -8.27852 -3.17208
H 1.23053 -9.06465 -3.05015
C 1.62828 -3.53881 -3.90583
C 1.74726 -2.23635 -4.71720
C 2.11295 -2.45514 -6.24575
O 3.39323 -3.16518 -6.34785
C 4.48735 -2.27928 -6.26415
N 0.46202 -1.57811 -4.58206
H 0.78804 -4.09515 -4.32125
H 1.58316 -3.41100 -2.82429
H 2.51427 -4.14927 -4.08036
H 2.41541 -1.52614 -4.23007
H 2.21342 -1.49410 -6.75012
H 1.36254 -2.99114 -6.82686
H 4.61470 -1.49019 -7.00524
H 5.37967 -2.90010 -6.34448
H 4.47367 -1.75542 -5.30839
H 0.28741 -1.45475 -3.59495
H -0.30708 -2.18866 -4.81826
*
```

Values from the calculation:
HOMO level (spin up / spin down), eV: -12.1419 / -12.1419
⟨S²⟩: 12.01

In order of appearance, F_max = 0.032 0.071 hartree/bohr.